Formula: C3H3ClS2
Source: OMol25
Level of theory: ωB97M-V/def2-TZVPD

Results
Kohn-Sham gap ... 6.6 eV
Charge ... 0
SMILES string ... S=CC(=S)CCl
Relative energy (zero: lowest compared OMol25 entry of this formula, charge and spin) ... 2.544 eV
HOMO energy ... -9.3614 eV

Structure (XYZ):
```
9
Properties=species:S:1:pos:R:3:forces:R:3
S -0.62020 2.39709 -0.89896 1.73 -3.73 0.18
C 0.24225 0.90514 -1.02999 0.54 5.46 -3.98
C 0.33589 -0.31099 -0.39130 -1.29 -0.60 4.00
S 1.26564 -1.36880 -1.14590 0.42 -1.72 0.30
C -0.43755 -0.55699 0.93779 -2.55 1.49 -0.06
Cl 0.29561 -0.03420 2.61879 -0.59 -0.54 -2.41
H 1.03128 0.68381 -1.88021 -1.74 2.01 0.90
H -0.47646 -1.60896 0.86854 -0.37 -1.28 1.17
H -1.63646 -0.10609 0.92124 3.86 -1.09 -0.09
```
Forces are in eV/Å.